Computed, not measured: the ion C9H12N3 with charge +1 at a distorted geometry, with ωB97M-V/def2-TZVPD.

CARTESIAN COORDINATES (ANGSTROEM)
C1 2.536 -0.386 -1.065
C2 1.856 -0.147 0.332
N1 0.746 0.648 0.225
C3 0.331 1.775 0.619
C4 -0.995 2.348 0.338
N2 -1.982 1.911 -0.285
C5 -1.939 0.511 -0.851
C6 -3.073 -0.177 -0.203
C7 -2.911 -1.246 0.655
C8 -1.593 -1.701 0.801
N3 -0.665 -1.457 0.015
C9 -0.761 -0.418 -0.827
H1 3.424 0.314 -1.120
H2 2.903 -1.428 -1.222
H3 1.782 -0.147 -1.855
H4 2.599 0.191 0.945
H5 1.485 -1.051 0.699
H6 0.874 2.509 1.259
H7 -1.296 3.332 0.691
H8 -2.075 0.715 -1.993
H9 -4.069 0.350 -0.446
H10 -3.848 -1.550 1.021
H11 -1.293 -2.263 1.615
H12 0.003 -0.371 -1.680

Calculated values
SMILES string = CC/N=C/C=N\[C@@H]1C=CC=[N+]=C1
Energy relative to the best compared isomer or geometry (same formula, charge and spin) = 115.34 kcal per mole
HOMO energy (alpha / beta) = -13.55 / -13.55 eV
Energy = -13986.4430 eV
Maximum force = 4.99 eV Å⁻¹
Net charge = +1